[1]
The following is a quantum chemistry calculation of 2 unconnected molecules or ions with the total composition C13H15BrF3IN2O5, from the OMol25 dataset.

The geometry in ORCA input format:
```
! wB97M-V def2-TZVPD RIJCOSX def2/J DEFGRID3
* xyz 0 1
C -3.65644 -3.38450 3.78154
C -4.36530 -3.85587 2.45354
O -4.37469 -5.00702 2.12401
O -4.98853 -2.92117 1.56944
C -4.16755 -2.62781 0.45081
O -4.56091 -2.92602 -0.63101
C -2.81979 -1.87265 0.75891
C -1.75537 -2.04362 -0.38232
N -1.21096 -0.86174 -0.89875
C -0.27670 -0.89620 -1.92634
I 0.52855 0.97814 -2.61803
C 0.17775 -2.16165 -2.53751
C -0.34680 -3.45567 -2.02404
Br 0.23396 -5.14058 -2.77729
C -1.33747 -3.35626 -0.89936
N -1.92296 -4.51962 -0.27654
H -3.63692 -4.21995 4.52987
H -4.12132 -2.46713 4.22463
H -2.57241 -3.12417 3.58267
H -3.08012 -0.77794 0.83470
H -2.35086 -2.26209 1.69776
H -1.48890 0.05654 -0.53209
H 0.91059 -2.19913 -3.38043
H -1.39615 -4.64626 0.60353
H -1.66201 -5.33808 -0.84121
C 4.87224 5.83710 -0.68762
C 3.36520 6.04234 -0.67726
O 2.63480 4.95548 -1.21264
C 2.35471 3.80675 -0.36033
O 1.80765 4.16708 0.76404
C 3.58917 2.85831 -0.17252
F 4.30736 2.74515 -1.32615
F 3.19365 1.59271 0.12960
F 4.45929 3.22882 0.78090
H 5.19672 5.33866 -1.60351
H 5.38635 6.79919 -0.60598
H 5.19724 5.23258 0.15719
H 3.14672 6.88636 -1.33956
H 3.00832 6.33849 0.31330
H 1.72189 3.20143 -1.04599
*
```

The value obtained for the frontier orbital gap is 3.26 eV. The value obtained for the molar mass is 543.1 g mol⁻¹. The HOMO energy comes out at -6.03 eV. The calculation puts the lowest unoccupied orbital energy at -2.769 eV. As for the maximum force: 3.72 eV/Å.

Results of the Mulliken charge analysis, in e, for atoms 1 through 6: C -0.9322; C 0.7047; O -0.4472; O -0.3449; C 0.4354; O -0.4555

=====

[2]
The following is a quantum chemistry calculation of a molecular structure, C30H46BCl3LaN2OP2, from the OMol25 dataset.

The geometry in ORCA input format:
```
! wB97M-V def2-TZVPD RIJCOSX def2/J DEFGRID3
* xyz 1 1
La -0.30118 0.18876 -0.27555
C -2.22457 -4.24144 -1.11529
C -2.20354 -3.84803 0.36544
C -2.32534 -5.10935 1.22350
C -3.40896 -2.93644 0.65156
P -0.72025 -2.77264 0.68614
C -0.77691 -2.48287 2.52620
N -1.23886 -1.14150 2.81666
B -1.00098 0.07296 2.05506
N -1.76137 1.06991 2.78762
C -1.96365 2.45634 2.44154
P -1.97546 2.69650 0.59924
C -1.48584 4.48044 0.42154
C -1.78562 4.95334 -1.00490
C -2.13274 5.42494 1.43766
C 0.03899 4.50174 0.62127
C -3.74329 2.37052 0.09120
C -4.16220 1.02440 0.69893
C -4.75317 3.43239 0.52300
C -3.77442 2.22749 -1.43649
C -2.37043 0.49527 3.90290
C -3.17525 1.04682 4.88684
C -3.65798 0.21037 5.88819
C -3.33402 -1.14186 5.90848
C -2.51886 -1.69717 4.92765
C -2.04631 -0.86902 3.92252
C 0.90397 -3.61642 0.31874
C 2.01505 -2.81513 1.01387
C 1.00063 -5.08246 0.73777
C 1.12824 -3.50071 -1.19789
H -3.19807 -4.67140 -1.36096
H -1.46704 -4.98996 -1.34951
H -2.07066 -3.37982 -1.77022
H -3.25880 -5.61178 0.95779
H -2.37912 -4.89515 2.28942
H -1.51536 -5.81553 1.05371
H -4.32941 -3.50916 0.51780
H -3.44344 -2.09040 -0.03987
H -3.40540 -2.54385 1.67130
H 0.20406 -2.67546 2.96085
H -1.46124 -3.20326 2.97184
H -1.17623 3.09278 2.85389
H -2.90857 2.82077 2.85484
H -2.85387 5.07625 -1.18420
H -1.38659 4.26576 -1.75507
H -1.31274 5.92442 -1.16528
H -3.21721 5.44947 1.36358
H -1.76852 6.43811 1.24954
H -1.86239 5.17304 2.46271
H 0.55303 3.85082 -0.09022
H 0.33175 4.20679 1.63012
H 0.40402 5.51810 0.45891
H -4.26015 1.06280 1.78305
H -3.46014 0.21502 0.47322
H -5.13170 0.74292 0.28019
H -4.76224 3.57003 1.60515
H -5.75515 3.10919 0.22870
H -4.57037 4.39671 0.05144
H -3.06599 1.46830 -1.79022
H -3.53957 3.15910 -1.95078
H -4.77016 1.91060 -1.75433
H -3.41464 2.10252 4.89409
H -4.28336 0.62146 6.66878
H -3.71120 -1.76986 6.70395
H -2.25603 -2.74652 4.96692
H 2.09997 -3.05928 2.07131
H 1.89104 -1.72956 0.92907
H 2.97113 -3.05410 0.54284
H 0.78636 -5.21673 1.79925
H 2.01819 -5.43930 0.55942
H 0.32785 -5.71975 0.16403
H 1.21361 -2.45503 -1.51697
H 0.33376 -3.96889 -1.77977
H 2.06960 -3.98589 -1.46540
Cl 4.78855 -0.21469 -5.62314
C 3.88375 -0.01932 -4.16388
C 2.53079 0.25919 -4.23148
C 1.84444 0.41292 -3.04288
Cl 0.10606 0.74891 -3.12949
C 2.43463 0.30988 -1.78249
O 1.73233 0.47486 -0.65504
C 3.80002 0.01282 -1.77051
Cl 4.59242 -0.16305 -0.24687
C 4.52096 -0.14794 -2.93942
H 2.02684 0.35337 -5.18212
H 5.57695 -0.37208 -2.89339
*
```

The value obtained for the frontier orbital gap is 7.35 eV. The value obtained for the molar mass is 768.7 g mol⁻¹. For the energy relative to the best compared isomer or geometry (same formula, charge and spin), the calculation gives 1.5 kcal/mol. The HOMO energy comes out at -10.15 eV. The calculation puts the lowest unoccupied orbital energy at -2.797 eV. As for the maximum force: 2.64 eV/Å.

Results of the Mulliken charge analysis, in e, for atoms 1 through 6: La 1.5462; C -1.9689; C 1.7243; C -1.7042; C -1.6658; P 0.2085

=====

[3]
The following is a quantum chemistry calculation of 2 unconnected molecules or ions with the total composition C19H42BrFIN2O6P2, from the OMol25 dataset.

The geometry in ORCA input format:
```
! wB97M-V def2-TZVPD RIJCOSX def2/J DEFGRID3
* xyz -1 1
C 2.53316 -3.99016 -1.74560
C 3.06028 -2.42521 -1.82256
N 1.97019 -1.61690 -2.24472
P 1.60026 0.02918 -1.65008
C 1.41656 0.54497 -3.50154
C 0.10359 0.48861 -4.31711
O -0.42775 1.87264 -4.55930
C -1.83865 1.88182 -4.50196
O -2.54689 1.27639 -5.35057
C -2.47666 2.77474 -3.31370
C -3.52102 1.83397 -2.54325
C 3.44894 0.52657 -1.96533
C 4.51476 0.50780 -0.83728
O 4.77484 1.26731 0.12097
I 6.26325 -0.90118 -0.98785
C -0.22371 -0.65024 -1.48990
F -0.46210 -1.84593 -2.34308
C -0.79786 -1.19827 -0.13806
C -0.82397 -2.83506 -0.04035
C 0.99181 1.79787 -1.21693
Br 2.28911 3.19499 -0.70868
C -0.19369 1.94866 -0.09451
C -0.37761 3.47382 0.45066
P 2.14218 -0.41260 0.43371
O 2.28062 0.78201 1.57857
O 2.01425 -1.94311 1.05908
H 1.44111 -4.00453 -2.09756
H 3.21454 -4.69613 -2.31829
H 2.49073 -4.27843 -0.62617
H 3.66017 -2.31768 -0.88509
H 3.85095 -2.48199 -2.67919
H 1.85142 -1.75256 -3.24872
H 1.75243 1.65589 -3.62675
H 2.24745 0.09673 -4.18328
H -0.80679 -0.11109 -4.04792
H 0.34138 0.14553 -5.40166
H -1.63719 3.17858 -2.63455
H -3.02285 3.69771 -3.70692
H -4.29861 1.51110 -3.33018
H -2.93284 0.92301 -2.16575
H -4.00862 2.37706 -1.66799
H 3.57248 1.55172 -2.49645
H 3.93103 -0.10893 -2.81295
H -1.00342 0.09806 -1.90611
H -0.54211 -0.75902 0.86727
H -1.95064 -1.01052 -0.18155
H -1.68533 -3.27379 -0.64839
H 0.18802 -3.29755 -0.25343
H -1.06963 -3.04549 1.06707
H 0.40064 2.24604 -2.10974
H -0.09305 1.31653 0.82669
H -1.23720 1.71865 -0.53792
H 0.29015 3.71793 1.33561
H -0.39262 4.25159 -0.37695
H -1.45459 3.47771 0.88428
H 1.65265 0.64749 2.32577
H 2.78149 -2.20988 1.61536
C -2.44773 -0.94869 3.66960
C -1.26282 -1.09394 4.61971
C -1.63665 -0.91811 6.10621
O -1.84878 0.43277 6.50461
C -3.13025 0.94644 6.18368
N -0.20957 -0.15440 4.21491
H -2.74072 0.09251 3.51620
H -2.19695 -1.35583 2.68591
H -3.31904 -1.49578 4.04168
H -0.87684 -2.11223 4.50022
H -0.79316 -1.27097 6.70844
H -2.49608 -1.54192 6.38167
H -3.91078 0.18378 6.25826
H -3.12049 1.38592 5.18451
H -3.35986 1.74698 6.89115
H 0.61576 -0.32227 4.78759
H -0.51109 0.77930 4.49643
*
```

The value obtained for the frontier orbital gap is 5.35 eV. The value obtained for the molar mass is 682.3 g mol⁻¹. The HOMO energy comes out at -3.11 eV. The calculation puts the lowest unoccupied orbital energy at 2.241 eV. As for the maximum force: 4.95 eV/Å.

Results of the Mulliken charge analysis, in e, for atoms 1 through 6: C -0.9586; C -0.3348; N -0.5208; P 2.3029; C -1.7405; C -0.4773

=====

[4]
The following is a quantum chemistry calculation of 2 unconnected molecules or ions with the total composition C4H7NO2S, from the OMol25 dataset.

The geometry in ORCA input format:
```
! wB97M-V def2-TZVPD RIJCOSX def2/J DEFGRID3
* xyz 0 1
O -0.49360 -1.33395 2.96278
C 0.62237 -1.30431 2.52800
N 1.01126 -0.80974 1.30016
C 0.19053 -0.23719 0.37417
C -1.13330 0.05783 0.45781
S -1.29750 1.96722 -2.40257
C 0.91110 -0.16981 -0.94577
O 2.06724 -0.78425 -0.92545
H 1.45774 -1.74293 3.09178
H 1.77287 -1.24820 0.74560
H 0.22338 -0.59434 -1.71163
H -1.56812 0.45598 -0.44952
H -1.57780 0.34132 1.40171
H -1.71958 2.98100 -3.15989
H 0.98405 0.91655 -1.26397
*
```

The value obtained for the frontier orbital gap is 4.04 eV. The value obtained for the molar mass is 133.2 g mol⁻¹. For the energy relative to the best compared isomer or geometry (same formula, charge and spin), the calculation gives 170.8 kcal/mol. The HOMO energy comes out at -8.69 eV. The calculation puts the lowest unoccupied orbital energy at -4.647 eV. As for the maximum force: 1.99 eV/Å.

Results of the Mulliken charge analysis, in e, for atoms 1 through 6: O -0.4713; C -0.0261; N -0.1200; C 0.5673; C -0.5702; S -0.2963

=====

[5]
The following is a quantum chemistry calculation of C3H3FNO8P in the gas phase, from the OMol25 dataset.

The geometry in ORCA input format:
```
! wB97M-V def2-TZVPD RIJCOSX def2/J DEFGRID3
* xyz 0 1
O -2.20947 1.64377 3.54655
C -2.69817 1.32926 2.55226
F -3.90660 0.73177 2.60269
N -2.19836 1.53999 1.23137
C -1.01974 0.74991 0.98693
O -0.34235 0.32544 1.81614
O -0.74733 0.59122 -0.36829
C -0.41572 -0.68229 -0.69722
O -0.72531 -1.64848 -0.14303
O 0.32982 -0.76119 -1.87721
P 1.93216 -0.82950 -1.57190
O 2.45105 0.23993 -0.72278
O 2.62551 -0.69276 -3.04378
O 2.27683 -2.33155 -1.07203
H -1.96955 2.52806 1.12154
H 3.46020 -0.21385 -2.92085
H 3.15703 -2.51973 -1.44039
*
```

The value obtained for the frontier orbital gap is 11.57 eV. The value obtained for the molar mass is 231.0 g mol⁻¹. For the energy relative to the best compared isomer or geometry (same formula, charge and spin), the calculation gives 17.6 kcal/mol. The HOMO energy comes out at -11.45 eV. The calculation puts the lowest unoccupied orbital energy at 0.112 eV. As for the maximum force: 2.98 eV/Å.

Results of the Mulliken charge analysis, in e, for atoms 1 through 6: O -0.3520; C 0.5145; F -0.2105; N -0.2314; C 0.5264; O -0.3633

=====

[6]
The following is a quantum chemistry calculation of C5H8N2 in the gas phase, from the OMol25 dataset.

The geometry in ORCA input format:
```
! wB97M-V def2-TZVPD RIJCOSX def2/J DEFGRID3
* xyz 0 1
N 1.50308 2.64524 0.65533
C 1.19795 1.53358 0.55069
C 0.83795 0.09688 0.39812
N 1.94534 -0.72808 -0.06145
C -0.35823 -0.02752 -0.52415
C -1.71020 0.38210 -0.02140
C -1.39725 -1.07128 -0.24736
H 0.54517 -0.26159 1.39297
H 2.73557 -0.64728 0.57179
H 2.26563 -0.39938 -0.96824
H -0.13213 0.19077 -1.56646
H -1.77977 0.73714 1.00422
H -2.38022 0.88584 -0.71134
H -1.85881 -1.57251 -1.09317
H -1.25313 -1.70495 0.62443
*
```

The value obtained for the frontier orbital gap is 11.30 eV. The value obtained for the molar mass is 96.1 g mol⁻¹. For the energy relative to the best compared isomer or geometry (same formula, charge and spin), the calculation gives 28.9 kcal/mol. The HOMO energy comes out at -10.36 eV. The calculation puts the lowest unoccupied orbital energy at 0.937 eV. As for the maximum force: 1.11 eV/Å.

Results of the Mulliken charge analysis, in e, for atoms 1 through 6: N -0.4529; C 0.0998; C 0.1825; N -0.6453; C -0.1503; C -0.5603

=====

[7]
The following is a quantum chemistry calculation of C4H8N2O in the gas phase, from the OMol25 dataset.

The geometry in ORCA input format:
```
! wB97M-V def2-TZVPD RIJCOSX def2/J DEFGRID3
* xyz 0 1
C 2.00628 -0.56450 0.14426
C 1.77321 0.74172 0.41258
C 0.82847 -1.18475 -0.60896
C -2.21653 0.75698 -0.06666
N -0.26591 -0.32120 -0.68828
N -1.23512 -0.28153 0.10604
O 0.70752 1.37263 -0.11164
H 2.66760 -1.22316 0.69059
H 2.35176 1.46571 1.01217
H 1.13905 -1.29487 -1.69259
H 0.54658 -2.07815 -0.01220
H -3.07091 0.69470 0.66411
H -1.59439 1.66559 0.12672
H -2.59953 0.86912 -1.04398
H -1.03810 -0.61829 1.06783
*
```

The value obtained for the frontier orbital gap is 8.05 eV. The value obtained for the molar mass is 100.1 g mol⁻¹. For the energy relative to the best compared isomer or geometry (same formula, charge and spin), the calculation gives 123.5 kcal/mol. The HOMO energy comes out at -7.70 eV. The calculation puts the lowest unoccupied orbital energy at 0.353 eV. As for the maximum force: 3.70 eV/Å.

Results of the Mulliken charge analysis, in e, for atoms 1 through 6: C -0.7274; C 0.0090; C -0.1673; C -0.6847; N -0.2860; N 0.0607

=====

[8]
The following is a quantum chemistry calculation of 2 unconnected molecules or ions with the total composition C3H2BrCl3, from the OMol25 dataset.

The geometry in ORCA input format:
```
! wB97M-V def2-TZVPD RIJCOSX def2/J DEFGRID3
* xyz 0 1
Cl -0.40781 1.38454 -1.72238
C -0.55440 2.35501 -0.20634
Cl -0.82078 1.21524 1.07483
Cl 0.83632 3.40119 0.20413
H -1.47140 2.98347 -0.12626
C 2.36438 -1.01102 0.84849
C 2.87007 0.02660 0.40435
Br 3.63663 1.58945 -0.06103
H 2.22069 -2.05910 0.68763
*
```

The value obtained for the frontier orbital gap is 10.27 eV. The value obtained for the molar mass is 224.3 g mol⁻¹. For the energy relative to the best compared isomer or geometry (same formula, charge and spin), the calculation gives 49.8 kcal/mol. The HOMO energy comes out at -9.78 eV. The calculation puts the lowest unoccupied orbital energy at 0.486 eV. As for the maximum force: 3.47 eV/Å.

Results of the Mulliken charge analysis, in e, for atoms 1 through 6: Cl -0.1092; C -0.0228; Cl -0.1043; Cl -0.0988; H 0.3314; C -0.0655